No. 1
17
Properties=species:S:1:pos:R:3:forces:R:3 method="wB97M-V/def2-TZVPD" mol_weight_g_mol=118.20 smiles=NC1(CS)CNC1 e_tot_ev=-18124.3117
S 1.866 1.511 -1.094 -0.1108 -0.2631 0.0347
N -1.662 -0.653 -1.084 0.9298 1.1251 -1.3373
N -0.409 -0.912 1.388 -0.3064 0.6922 -0.4150
C 1.264 0.607 0.385 -1.0610 2.2685 0.3565
C -1.352 0.571 -0.272 -0.6477 -0.7806 1.0410
C -0.044 -0.111 0.192 0.0020 -0.9299 0.8162
C -0.205 -0.997 -1.021 -0.2344 0.4169 -0.8244
H 0.315 -1.553 1.661 0.2944 -0.0839 0.1342
H 0.111 -2.035 -1.003 -0.2391 -0.2462 0.2922
H 2.020 -0.017 0.770 0.8506 -0.9701 0.2795
H -2.102 0.808 0.543 0.8438 -0.1590 -0.9057
H 2.881 2.113 -0.465 -0.0014 0.0313 0.0089
H 1.044 1.376 1.151 0.3498 -0.2536 -0.1810
H 0.314 -0.528 -1.872 -0.2977 -0.1755 0.0198
H -1.216 1.401 -0.933 0.1413 0.6213 -0.2627
H -0.664 -0.309 2.166 0.2185 -0.1662 -0.0576
H -2.162 -1.271 -0.513 -0.7317 -1.1273 1.0006

No. 2
17
Properties=species:S:1:pos:R:3:forces:R:3 method="wB97M-V/def2-TZVPD" mol_weight_g_mol=118.20 e_tot_ev=-18121.4326
S -3.255 0.137 -0.771 -0.0550 0.5716 0.1088
N 0.425 0.634 0.301 1.4235 -0.0685 -0.0178
N 1.149 -0.191 -0.445 1.1292 2.2539 1.0098
C 1.289 1.596 1.031 -0.0895 -1.0025 -0.8217
C 2.432 -0.224 -0.692 1.3681 1.3865 -0.0456
C -2.146 -1.938 0.639 -3.7277 3.8345 -2.5090
C -2.194 -0.567 0.413 -0.5295 -5.1130 -0.1383
H -2.989 -2.540 0.211 1.1578 0.2278 0.4786
H 0.687 -0.877 -0.953 -2.0163 -1.2752 -0.7870
H -1.380 -0.006 0.728 0.9850 1.2079 0.6148
H 0.686 2.187 1.693 -0.7258 0.5876 -0.2700
H -1.348 -2.355 1.103 1.9848 -1.2849 1.7612
H 2.843 -0.732 -1.577 -0.6145 -0.1775 0.7942
H 3.029 0.586 -0.248 -0.2068 -0.7662 -0.2599
H 1.913 2.241 0.342 -0.4600 -0.6004 0.7996
H -2.280 1.011 -1.068 -0.3462 0.2639 -0.2642
H 1.879 1.044 1.774 0.7229 -0.0457 -0.4536

No. 3
17
Properties=species:S:1:pos:R:3:forces:R:3 method="wB97M-V/def2-TZVPD" charge=+1 mol_weight_g_mol=100.14 e_tot_ev=-8770.7119
N 0.264 -0.979 -0.132 -1.1355 -0.2183 -1.2453
N 2.183 0.486 0.044 0.4082 -0.3763 -0.7895
N 1.309 1.276 -0.011 -3.2838 0.9604 0.0039
C 1.857 -0.887 0.013 -0.9550 -0.2808 1.1137
C -1.185 0.790 -1.260 0.3553 -1.1989 -0.5497
C -0.913 0.487 1.330 1.8099 1.6655 1.4774
C -0.348 0.418 -0.052 3.4200 0.6054 -0.4153
H 2.184 -1.411 -0.838 1.0556 -0.4549 -0.9320
H -1.398 1.838 -1.434 0.3362 0.1585 0.3495
H -0.078 -1.399 -1.080 1.1997 0.4505 2.2109
H -0.394 -0.371 1.821 -0.8846 1.1825 0.8578
H -0.683 1.471 1.911 -0.1236 -1.7206 -1.1748
H -1.965 0.397 1.358 -1.1936 -0.4269 -0.0007
H -0.153 -1.472 0.691 0.5745 -0.2005 -1.3516
H -0.882 0.318 -2.225 0.5110 0.6002 0.6579
H 2.312 -1.245 0.957 -0.9593 -0.6899 -0.4262
H -2.113 0.286 -1.094 -1.1350 -0.0561 0.2142

No. 4
17
Properties=species:S:1:pos:R:3:forces:R:3 method="wB97M-V/def2-TZVPD" charge=+1 mol_weight_g_mol=100.14 e_tot_ev=-8770.1409
N -0.496 -0.149 -0.070 2.7279 -2.0903 0.1221
N -0.964 -2.996 -1.091 1.8833 0.4393 2.0567
N -0.278 -2.541 -0.323 -0.9017 0.1196 -0.7239
C 0.599 0.359 0.367 -2.1161 0.6601 -0.7790
C -1.735 0.425 -0.362 0.7842 1.3280 -0.0426
C 0.601 1.838 0.790 2.2510 -0.8125 -0.6109
C 1.854 -0.462 0.297 -0.1361 1.0113 0.4024
H -2.278 0.598 0.522 -1.0989 0.1380 1.0176
H 2.388 0.063 -0.537 0.2663 -0.6605 0.9254
H 1.601 -1.473 0.009 0.3314 0.0217 -0.0244
H 1.714 2.029 1.035 -1.8829 0.5278 -0.6692
H 0.096 2.521 0.034 0.9519 -0.8178 0.9816
H -1.687 -2.735 -1.715 -1.3453 0.3857 -1.2337
H -2.211 -0.209 -1.034 -1.4847 -1.4536 -0.9644
H -1.672 1.339 -0.935 0.3127 0.6811 0.0088
H 0.088 1.859 1.730 -0.5135 0.3297 0.5761
H 2.380 -0.465 1.283 -0.0298 0.1922 -1.0426

No. 5
17
Properties=species:S:1:pos:R:3:forces:R:3 method="wB97M-V/def2-TZVPD" charge=+1 mol_weight_g_mol=100.14 smiles="C/N=C/[NH+]=C(/C)N" e_tot_ev=-8773.0027
N -0.624 0.605 -1.371 0.1873 -1.4874 1.1315
N -0.084 0.916 1.328 -0.7488 0.3137 0.8296
N -0.036 -1.163 0.078 0.3539 1.8572 1.2926
C -0.720 1.343 -2.615 3.0627 -1.0802 -1.3423
C 0.818 -1.091 2.237 -0.0025 2.2172 2.0427
C 0.149 -0.357 1.100 0.9192 0.4054 3.1227
C -0.251 -0.582 -1.184 -0.4076 -1.7596 -3.3148
H -0.059 -1.409 -1.933 -0.2860 1.2754 0.1606
H -1.279 2.185 -2.383 -1.4337 1.4150 -0.1396
H 0.124 -1.816 2.560 -0.4839 -1.3573 0.4193
H 0.343 1.734 -2.679 -1.0850 -0.1546 -0.3582
H -0.158 1.199 2.319 0.7257 -0.4104 -0.8423
H -0.931 0.889 -3.657 -0.0492 0.1230 2.0596
H 1.109 -0.504 3.188 -0.7925 -0.4277 -1.7444
H 0.378 -2.062 0.377 -0.5761 0.2518 -1.8526
H 1.746 -1.475 1.906 0.8300 -0.8175 -0.4936
H -0.525 1.588 0.730 -0.2136 -0.3641 -0.9709

No. 6
17
Properties=species:S:1:pos:R:3:forces:R:3 method="wB97M-V/def2-TZVPD" s_squared=2.006 spin_multiplicity=3 charge=+1 mol_weight_g_mol=100.14 e_tot_ev=-8766.8713
N 1.624 -1.191 0.524 1.7288 2.2240 -1.3850
N 2.939 0.839 -0.349 -0.5172 -1.9671 -2.0729
N -0.613 -1.425 -0.273 2.9596 0.0643 0.1194
C -2.623 0.879 0.032 -0.9007 13.8799 -1.6238
C 0.455 -1.327 0.182 -4.8617 -0.9623 -1.5177
C -2.621 -0.356 0.404 -0.3186 -12.1633 3.9088
C -1.974 -1.333 -0.542 -2.7623 0.9726 0.5675
H -2.212 -0.985 -1.567 0.7014 -0.4525 0.2843
H -2.778 -0.662 1.450 0.2483 -0.0139 -0.6145
H 3.749 0.230 -0.542 -0.3331 0.7556 -0.4428
H 2.099 -0.315 0.037 0.3452 0.1507 1.2167
H -2.344 1.090 -0.969 0.2203 0.6831 -0.6939
H 2.561 1.248 -1.202 -0.1634 -1.2117 -0.9307
H -2.406 -2.294 -0.386 -0.1897 -0.9567 -0.1206
H 2.065 -1.757 1.149 1.4267 -1.7756 2.0627
H 3.279 1.693 -0.097 1.5749 2.7015 2.6041
H -3.073 1.762 0.648 0.8417 -1.9289 -1.3617

No. 7
18
Properties=species:S:1:pos:R:3:forces:R:3 method="wB97M-V/def2-TZVPD" charge=+1 mol_weight_g_mol=116.14 smiles="CC(=C/[NH3+])/N=[N+](/C)[O-]" e_tot_ev=-10816.6450
O -1.621 -1.681 0.802 -0.3151 -0.5380 -0.3771
N -0.525 -1.605 0.288 -0.0465 1.8917 0.6702
N 1.920 1.451 -0.464 -2.1543 -4.0585 -0.2263
N 0.089 -0.519 0.013 0.5139 2.2136 -0.9652
C 0.562 1.857 -0.344 -6.1648 -3.7031 1.7691
C 0.344 -2.763 0.092 0.6005 1.0549 -1.0522
C -1.913 1.113 0.251 0.4811 -0.0911 1.4014
C -0.484 0.776 -0.012 4.8779 3.6038 -0.4457
H -0.016 -3.272 -0.805 0.3520 0.0259 0.0175
H -2.151 0.977 1.393 0.1090 -0.4922 -2.4215
H -2.372 0.480 -0.507 -1.1819 -0.1234 0.7411
H 0.089 -3.330 0.939 0.5324 -1.2338 1.0931
H 1.365 -2.269 0.000 -1.2944 -1.6279 0.2067
H -2.166 2.153 0.060 0.3700 0.0577 -0.3172
H 0.232 2.886 -0.347 0.4633 -0.0532 -0.1574
H 1.775 0.358 -0.272 0.4959 1.6611 -0.8674
H 2.365 1.646 -1.322 0.5204 0.0824 -1.6367
H 2.507 1.744 0.233 1.8407 1.3303 2.5675

No. 8
19
Properties=species:S:1:pos:R:3:forces:R:3 method="wB97M-V/def2-TZVPD" charge=+1 mol_weight_g_mol=132.14 smiles="CN(N)C/[NH+]=C(/O)C=O" e_tot_ev=-12865.7996
O -0.157 -1.693 2.502 -1.2692 1.4591 1.3018
O -2.581 -0.687 2.909 1.7412 -0.1941 -1.6794
N 0.030 -1.066 0.348 -0.3702 -0.7485 1.1338
N 0.665 0.702 -1.051 -0.8367 -2.6184 -0.2335
N 0.105 1.799 -0.523 -2.7212 2.9102 0.3541
C -0.182 -0.455 -0.986 -0.1953 1.6090 0.4006
C 1.976 0.662 -1.729 -2.7564 -1.5289 -0.2891
C -2.124 -0.563 1.793 -1.4990 1.1410 -0.9123
C -0.663 -1.083 1.460 -0.1379 -0.5364 0.3218
H -1.274 -0.263 -1.052 0.7509 0.1942 -0.2619
H 0.589 2.445 0.086 0.5587 -0.6297 -0.0285
H 0.120 -1.135 -1.764 -0.0075 -0.6161 0.0414
H -2.736 -0.046 0.961 1.0439 -0.8047 1.0440
H -0.679 2.336 -1.024 1.9367 -1.2966 0.2536
H 2.294 -0.355 -1.997 -0.4418 0.1480 0.2111
H 1.760 1.189 -2.599 0.9485 1.2896 -1.7409
H 0.989 -1.406 0.421 -0.2060 -0.1924 0.4263
H -0.778 -1.411 3.300 1.2770 -1.0108 -1.5520
H 2.646 1.031 -1.055 2.1844 1.4254 1.2090

No. 9
20
Properties=species:S:1:pos:R:3:forces:R:3 method="wB97M-V/def2-TZVPD" charge=+1 mol_weight_g_mol=164.21 smiles="NN[C@@]1([N+](=O)O)CCCS1" e_tot_ev=-23698.5627
S -0.946 0.851 0.962 0.1587 -0.0903 0.4691
O -1.165 1.520 -1.854 -2.0087 0.1044 -1.7756
O -1.799 -0.493 -1.640 -0.9003 -1.1868 -0.7273
N 1.077 2.268 -0.820 1.5206 1.6999 -2.5536
N -1.009 0.311 -1.413 1.8833 1.3398 0.4558
N 1.238 0.890 -0.726 3.1595 -0.4071 -0.0660
C 0.148 0.203 -0.376 -3.3490 -3.9098 0.7093
C -0.753 -0.670 1.918 1.9389 0.3194 0.4268
C 0.421 -1.429 -0.113 2.5343 2.4764 -0.6587
C -0.546 -1.838 0.967 -1.2204 -1.2608 -0.2118
H -1.660 -0.939 2.386 -0.8264 0.4872 1.3252
H 0.550 -2.028 -1.053 -0.8655 0.7209 0.6909
H 1.561 -1.360 0.214 -2.3380 -0.4717 0.0650
H -0.434 2.139 -1.592 1.1579 -0.0861 0.7628
H -1.591 -2.277 0.654 1.9802 1.3181 -0.1379
H 1.757 2.704 -1.556 -1.5216 -1.3136 1.8114
H 0.132 -0.393 2.605 -1.5644 -1.2065 -0.7173
H 1.991 0.482 -0.121 -0.2696 1.2224 -0.9996
H -0.171 -2.693 1.518 0.4373 -0.0758 0.2488
H 1.198 2.754 0.042 0.0932 0.3200 0.8828

No. 10
18
Properties=species:S:1:pos:R:3:forces:R:3 method="wB97M-V/def2-TZVPD" charge=+1 mol_weight_g_mol=132.21 smiles="C[N@@H+]1CN=N[C@@]1(C)S" e_tot_ev=-19605.9282
S -1.522 1.894 -0.720 0.8654 -1.6144 -2.0228
N 0.133 -1.223 -1.697 -0.4832 0.8646 -2.2965
N 0.203 0.004 -1.790 0.9004 -0.9479 -0.3549
N -0.606 -0.381 0.394 2.4288 -3.0678 0.4486
C -0.548 -1.682 -0.599 -3.3088 0.2167 1.7495
C -0.111 0.631 -0.552 0.9357 4.4622 1.3890
C 1.200 1.467 -0.122 0.8812 -1.4002 -2.9002
C 0.204 -0.669 1.660 0.5476 2.0391 0.5512
H -1.485 -0.005 0.698 -1.0954 -0.6297 -0.0716
H -0.150 -2.595 -0.246 1.0806 -0.4851 1.4149
H -0.405 -1.107 2.451 -0.0140 -0.7987 -0.6578
H 2.134 0.837 -0.304 -1.2532 0.4663 0.6076
H 1.385 2.320 -0.845 -0.8064 -0.9728 0.8623
H 1.175 1.829 0.867 -0.1950 0.4452 1.0919
H -1.601 1.423 -2.046 -0.4968 0.9223 1.2322
H 1.234 -1.062 1.532 -1.1124 -0.3330 -0.4426
H 0.385 0.320 2.093 0.0245 -0.0032 -0.0961
H -1.625 -2.001 -0.774 1.1009 0.8366 -0.5048

No. 11
18
Properties=species:S:1:pos:R:3:forces:R:3 method="wB97M-V/def2-TZVPD" charge=+1 mol_weight_g_mol=132.21 smiles="NN1SC=CC[C@H]1[NH3+]" e_tot_ev=-19606.8039
S 0.890 1.551 -1.234 0.4301 1.0615 -0.2768
N 0.160 1.959 1.304 1.6367 -0.9821 -0.1786
N -1.069 -0.328 1.639 -0.6428 3.7035 -2.3252
N 0.527 0.907 0.310 -1.3889 -0.2819 1.4622
C 0.705 -1.135 -1.710 1.3338 0.8342 -1.2726
C -0.081 -1.388 -0.474 -0.4083 -2.1121 1.0084
C -0.586 -0.100 0.194 2.7126 -0.4735 1.1753
C 1.213 0.073 -2.047 -0.9241 -1.7571 -0.8341
H 1.682 0.124 -3.042 0.0446 0.4692 0.7282
H -1.261 0.744 1.891 0.8460 -2.2407 0.2225
H 1.043 2.145 1.841 -1.0686 -0.5124 -0.5266
H 1.019 -1.934 -2.432 -0.7384 0.4328 1.1878
H -1.012 -2.004 -0.680 0.9577 0.6074 -0.1035
H -1.923 -0.817 1.513 -1.0367 -0.8679 0.6085
H 0.537 -2.107 0.188 -0.8430 1.4386 -0.4775
H -1.418 0.227 -0.373 -1.1014 0.8082 -0.3291
H -0.019 2.851 0.872 -0.4611 0.2841 -0.6412
H -0.408 -0.768 2.240 0.6518 -0.4118 0.5724

No. 12
18
Properties=species:S:1:pos:R:3:forces:R:3 method="wB97M-V/def2-TZVPD" mol_weight_g_mol=114.15 e_tot_ev=-10268.7403
N 1.272 0.841 1.627 0.3332 -0.1488 -1.0613
N -1.208 0.989 -1.139 -0.8611 -0.7012 -0.5698
N 1.019 1.524 -1.126 0.5500 0.6396 -0.3331
N -1.183 -1.547 0.496 0.9749 0.0975 2.2949
C 0.003 0.854 -0.488 1.1188 0.0439 2.1282
C -0.319 -2.213 -0.461 -0.1636 0.5615 -0.6755
C 0.218 0.413 0.819 -1.0396 -1.0468 -1.1472
C -0.707 -0.604 1.272 -1.3511 -0.0346 -1.0296
H -1.400 1.957 -1.381 0.1098 -0.1742 0.0660
H 0.748 -1.973 -0.361 -0.1621 0.2083 0.0120
H 1.566 1.788 1.414 0.1219 -0.3461 1.0636
H 1.406 0.341 2.498 0.2682 0.7666 -0.3708
H -1.197 -0.433 2.241 -0.1236 -0.1502 -0.1450
H -0.639 -1.963 -1.477 0.1215 -0.1270 -0.1147
H -1.988 0.580 -0.634 0.2255 0.0456 -0.1329
H 0.892 1.526 -2.132 0.2283 0.0856 0.2033
H 1.938 1.217 -0.824 -0.1554 0.0775 -0.2588
H -0.420 -3.299 -0.345 -0.1957 0.2028 0.0708